The following is a DFT calculation (wB97M-V/def2-TZVPD) of a molecular structure, C8H13N2.

```
23
Properties=species:S:1:pos:R:3:forces:R:3
C 3.1176 0.8202 -0.7404 -1.60 -3.12 2.58
C 2.1375 -0.3302 -0.8731 -2.22 2.29 2.94
C 2.6997 0.7652 0.7637 -0.27 -0.18 0.39
C 3.3784 -0.3711 -0.0116 -0.86 -0.64 0.52
C 1.2916 0.3645 0.4406 3.23 -0.75 -2.81
C -1.4864 1.4667 -0.9938 0.63 -0.32 1.20
C -1.4806 -1.8840 0.8989 -1.49 0.76 1.29
C -1.2662 0.4060 0.1939 0.09 -0.72 -2.39
N 0.1333 0.6647 0.8303 -1.90 1.77 1.44
N -1.4437 -0.9687 -0.2198 -0.26 2.30 1.04
H 3.4933 1.6086 -1.2055 1.62 2.93 -2.32
H 3.1500 1.3501 1.5949 -0.44 -0.51 -0.84
H 3.9061 -1.2449 0.3250 0.76 0.37 -0.25
H -0.9515 1.1737 -1.9412 -0.46 0.30 1.13
H -2.5331 1.7021 -1.2071 0.00 -0.87 0.05
H -1.1531 2.4395 -0.6002 0.47 -0.26 -0.41
H -0.4922 -2.1377 1.2526 0.24 -0.94 -0.10
H -1.9437 -1.3848 1.8224 0.36 -0.48 -1.41
H -2.2000 -2.6501 0.5977 0.80 -0.61 0.51
H -1.9034 0.5321 1.0603 -0.31 0.46 -0.17
H -0.0148 1.3517 1.6253 0.90 -1.14 -1.02
H -0.7850 -1.2501 -0.9068 0.40 -0.21 -0.81
H 1.7188 -0.8387 -1.7065 0.32 -0.46 -0.56
```
Forces are in eV/Å.

Results
Charge: +1
Highest occupied orbital energy in eV: -13.27
Energy in a.u.: -421.72064
LUMO in eV: -3.15
HOMO-LUMO gap in eV: 10.12

Here are the Löwdin charges for atoms 1 to 6, given in e: -0.031, 0.027, -0.042, -0.077, -0.047, -0.005